Computed, not measured: C13H12N3O3PdS as an isolated structure at a distorted geometry, with ωB97M-V with the def2-TZVPD basis set.

LUMO energy: 2.47 eV
total energy: -1418.712205 hartree
net charge: -1
energy relative to the best compared isomer or geometry (same formula, charge and spin): 0.581 eV
frontier orbital gap: 6.2494 eV
highest occupied orbital energy: -3.780 eV
F_max: 0.0335 hartree/bohr

Last column: Mulliken charge in e.
Cartesian coordinates (Å):
1 Pd -0.0081 0.3607 -0.0577  0.17
2 N -0.2774 0.1294 2.0667  -0.47
3 C -1.4368 -0.8095 2.1663  -0.37
4 C -0.9935 -2.0850 1.4394  0.45
5 O -0.9533 -3.1520 2.0865  -0.79
6 N -0.5824 -1.7927 0.2257  -0.25
7 C 0.4187 -2.6424 -0.3689  -0.69
8 C 1.8218 -2.0284 -0.1868  0.67
9 O 2.7939 -2.7613 -0.3768  -0.78
10 O 1.8926 -0.7811 0.1436  -0.67
11 H 0.5713 -0.3664 2.3303  0.29
12 H -0.3917 0.9173 2.6913  0.19
13 H -2.2849 -0.3326 1.6709  0.21
14 H -1.6995 -1.0636 3.1936  0.38
15 H 0.2470 -2.7321 -1.4478  0.24
16 H 0.4391 -3.6467 0.0555  0.40
17 S -0.9844 1.4627 -4.1211  -0.31
18 C 0.1193 0.1507 -4.2151  -0.46
19 C 0.5441 -0.2671 -2.9907  -0.52
20 C -0.0374 0.4864 -1.9281  -0.04
21 C -0.8810 1.4565 -2.4078  0.11
22 C -1.5698 2.3315 -1.4924  1.17
23 C -2.4208 3.3831 -1.8401  -0.77
24 C -2.9884 4.1439 -0.8402  -0.25
25 C -2.7066 3.8496 0.4910  -0.89
26 C -1.8586 2.7927 0.7582  -0.11
27 N -1.3031 2.0508 -0.1981  -0.19
28 H 0.4037 -0.2398 -5.1802  0.45
29 H 1.2466 -1.0743 -2.8378  0.40
30 H -2.6212 3.5896 -2.8833  0.32
31 H -3.6473 4.9659 -1.0922  0.39
32 H -3.1314 4.4224 1.3031  0.38
33 H -1.6113 2.5173 1.7753  0.33

Computed, not measured: a 2-piece molecular cluster, C3H3O2 overall at a distorted geometry, with ωB97M-V with the def2-TZVPD basis set.

LUMO energy (alpha / beta): 4.16 / 4.16 eV
total energy: -266.524181 hartree
net charge: -1
energy relative to the best compared isomer or geometry (same formula, charge and spin): 1.263 eV
frontier orbital gap (alpha / beta): 6.2357 / 6.2348 eV
highest occupied orbital energy (alpha / beta): -2.071 / -2.070 eV
F_max: 0.0731 hartree/bohr

Last column: Mulliken charge in e.
Cartesian coordinates (Å):
1 C 1.2858 -0.4537 0.1391  -0.47
2 C 0.7550 0.6374 -0.2921  -0.56
3 C -1.8949 0.2229 0.2862  0.29
4 O -2.6116 0.8727 0.9468  -0.36
5 O -1.8669 -0.5621 -0.5914  -0.29
6 H 2.2326 -0.9248 -0.2742  0.20
7 H 0.8701 -0.9723 0.9106  0.17
8 H 1.2298 1.1798 -1.1250  0.04

Computed, not measured: a 2-piece molecular cluster, C4H12O2 overall at a distorted geometry, with ωB97M-V with the def2-TZVPD basis set.

LUMO energy: 0.80 eV
total energy: -310.035653 hartree
net charge: 0
energy relative to the best compared isomer or geometry (same formula, charge and spin): 1.014 eV
SMILES: CCO.CCO
frontier orbital gap: 10.9139 eV
highest occupied orbital energy: -10.116 eV
F_max: 0.0512 hartree/bohr

Last column: Mulliken charge in e.
Cartesian coordinates (Å):
1 C 3.0512 1.5274 -1.5843  -0.95
2 C 3.1934 2.9840 -1.1187  -0.19
3 O 4.0789 3.1020 -0.0340  -0.53
4 H 2.6813 0.9824 -0.6996  0.25
5 H 4.0447 1.1302 -1.8522  0.26
6 H 2.3607 1.3440 -2.4246  0.33
7 H 3.5464 3.6196 -1.9534  0.26
8 H 2.2512 3.4222 -0.7371  0.26
9 H 4.1194 4.0448 0.2303  0.31
10 C -2.9723 -3.2368 1.6024  -0.88
11 C -3.6943 -1.8854 1.1443  -0.26
12 O -3.6646 -1.8201 -0.2553  -0.52
13 H -1.9737 -3.3479 1.1475  0.30
14 H -3.5797 -4.1186 1.3376  0.24
15 H -2.8578 -3.2049 2.6990  0.29
16 H -4.6919 -1.8580 1.6234  0.27
17 H -3.1387 -0.9857 1.4719  0.25
18 H -2.7541 -1.6992 -0.5972  0.31

Computed, not measured: C8H14ClF6GaMnO as an isolated structure at a distorted geometry, with ωB97M-V with the def2-TZVPD basis set.

LUMO energy (alpha / beta): 5.05 / 5.06 eV
total energy: -4523.514879 hartree
spin multiplicity: 6
net charge: -2
frontier orbital gap (alpha / beta): 4.2710 / 3.1071 eV
highest occupied orbital energy (alpha / beta): 0.779 / 1.956 eV
F_max: 0.1127 hartree/bohr

Last column: Löwdin spin population.
Cartesian coordinates (Å):
1 Ga 0.5522 -0.3219 -4.5692  0.59
2 Cl 0.3308 -2.6092 -4.4204  0.12
3 C 1.6562 0.3933 -3.0790  0.13
4 C -1.3174 0.3643 -4.6517  0.12
5 H 2.3929 0.9679 -3.6393  0.02
6 H 1.1644 1.0836 -2.3944  0.01
7 H 2.1878 -0.3447 -2.4840  0.01
8 H -1.2296 1.4288 -4.9927  0.01
9 H -1.9978 0.4455 -3.7793  0.01
10 H -1.8426 -0.1405 -5.4047  0.01
11 Mn -0.4865 -0.8631 0.1975  3.75
12 C -2.6371 -0.9726 0.7746  0.02
13 C -2.2398 -1.3332 -0.5402  0.01
14 H -3.1338 0.0450 0.7658  0.00
15 H -3.1790 -1.9106 1.1065  0.01
16 H -2.0985 -0.8501 1.7595  0.01
17 H -2.0186 -2.3587 -1.0193  0.02
18 H -2.6044 -0.6063 -1.3200  0.02
19 C 2.5430 0.1982 2.3326  0.00
20 C 1.0307 0.1682 2.4658  0.01
21 O 0.4870 -0.9433 1.9554  0.07
22 C 0.6759 0.1321 4.0381  0.00
23 F 1.1791 1.1923 4.7605  0.00
24 F -0.6735 0.0971 4.2115  0.00
25 F 1.1785 -1.0357 4.5532  0.00
26 C 0.4670 1.4945 1.8256  0.01
27 F 1.1350 2.6095 2.1851  0.00
28 F 0.5580 1.3976 0.4334  0.04
29 F -0.8464 1.7089 2.0835  0.01
30 H 2.9508 -0.7832 2.6031  0.00
31 H 3.0095 0.9632 2.9544  0.00
32 H 2.8064 0.3831 1.2882  0.00

> net charge of number 4 (C8H14ClF6GaMnO)?

-2